The following is a quantum chemistry calculation of a 2-piece molecular cluster, C2H2ClIO overall, from the Open Molecules 2025 dataset.

Values from the calculation:
M: 204.4 g mol⁻¹
HOMO-LUMO gap: 0.3551 hartree
Largest force on an atom: 0.096 Eh/bohr
HOMO energy: -9.946 eV
Lowest unoccupied orbital energy: -0.284 eV
Electronic energy: -24774.2646 eV

Last column: Mulliken charge in e.
Positions of all 7 atoms, in Å:
I (2.06, 1.02, -0.10)  0.163
Cl (0.56, -1.87, -0.65)  -0.094
O (-1.36, -0.63, 1.22)  -0.410
C (-0.64, 0.15, 0.68)  -0.096
C (0.36, -0.22, -0.34)  -0.245
H (-0.40, 0.40, -1.58)  0.285
H (-0.58, 1.15, 0.78)  0.397